1.
# C4H10P2

An isolated molecule of C4H10P2 (wB97M-V/def2-TZVPD, OMol25).

## Properties
Total energy: -840.995329 Eh
ΔE to the lowest compared entry with this formula, charge and spin: 1.0667 eV
HOMO: -8.6 eV
E_LUMO: 0.28 eV
Kohn-Sham gap: 8.91 eV

ORCA input file:
```
! RIJCOSX wB97M-V def2-TZVPD def2/J DEFGRID3
* xyz 0 1
P -2.581 0.854 -0.218
P 0.023 -2.336 0.038
C -1.287 0.031 0.386
C 1.249 1.438 -0.599
C 1.291 0.015 -0.064
C -0.181 -0.494 -0.407
H 1.364 0.092 1.083
H -1.185 -0.140 1.524
H 1.931 -0.560 -0.577
H 0.376 -2.256 1.314
H -1.249 -2.622 0.268
H 2.220 1.954 -0.349
H -3.316 1.339 0.891
H 1.266 1.162 -1.736
H -0.346 -0.520 -1.412
H 0.424 2.044 -0.140
*
```



2.
# C4H10S2

A 3-piece molecular cluster, C4H10S2 overall (wB97M-V/def2-TZVPD, OMol25).

## Properties
Total energy: -954.485771 Eh
ΔE to the lowest compared entry with this formula, charge and spin: 8.1037 eV
HOMO: -7.6 eV
E_LUMO: -4.54 eV
Kohn-Sham gap: 3.07 eV

ORCA input file:
```
! RIJCOSX wB97M-V def2-TZVPD def2/J DEFGRID3
* xyz 0 1
S 0.125 -0.908 -2.072
S 0.703 2.126 1.853
C -1.222 -1.425 0.419
C 1.631 0.120 -2.137
C -1.452 0.104 0.649
C -0.123 -0.583 1.033
H 0.694 -0.027 0.589
H -2.362 0.183 1.227
H 0.320 3.338 2.116
H 2.134 0.118 -3.062
H 1.377 1.223 -1.913
H -1.104 -1.845 -0.531
H -1.827 -2.086 1.138
H -1.277 0.838 -0.102
H 2.233 -0.407 -1.257
H 0.150 -0.769 2.050
*
```



3.
# C4H10S2

A 2-piece molecular cluster, C4H10S2 overall (wB97M-V/def2-TZVPD, OMol25).

## Properties
Total energy: -954.656853 Eh
ΔE to the lowest compared entry with this formula, charge and spin: 0.0000 eV
HOMO (spin up / spin down): -6.7 / -9.1 eV
E_LUMO (spin up / spin down): 0.77 / -2.00 eV
Kohn-Sham gap (spin up / spin down): 7.51 / 7.14 eV

ORCA input file:
```
! RIJCOSX wB97M-V def2-TZVPD def2/J DEFGRID3
* xyz 0 3
S 1.418 3.083 0.387
S -0.107 2.061 1.017
C 0.627 0.500 1.454
C -0.325 -0.491 1.976
C -0.325 0.929 -2.462
C 1.987 0.189 1.304
H 0.186 1.784 -2.893
H 2.500 -0.339 2.094
H 0.000 -0.884 3.033
H -1.326 -0.013 2.056
H 0.140 0.444 -1.601
H -0.325 -1.389 1.311
H 2.033 -0.330 0.355
H -1.290 1.182 -1.938
H 2.596 1.121 0.927
H -0.303 0.263 -3.220
*
```



4.
# C4H10Se

An isolated molecule of C4H10Se (wB97M-V/def2-TZVPD, OMol25).

## Properties
Total energy: -2559.773228 Eh
ΔE to the lowest compared entry with this formula, charge and spin: 1.2811 eV
HOMO: -8.6 eV
E_LUMO: 0.69 eV
Kohn-Sham gap: 9.27 eV

ORCA input file:
```
! RIJCOSX wB97M-V def2-TZVPD def2/J DEFGRID3
* xyz 0 1
Se 2.584 0.040 -0.058
C 0.081 1.977 -0.059
C 0.375 0.559 0.264
C -0.489 -0.441 -0.465
C -0.844 -1.733 0.281
H -1.377 -1.450 1.135
H 0.669 2.737 0.455
H -1.549 -2.389 -0.118
H 0.422 0.535 1.292
H 0.100 -0.657 -1.306
H 0.089 -2.284 0.548
H -1.050 2.108 0.115
H 2.185 -1.381 -0.378
H -1.379 0.161 -0.624
H 0.182 2.219 -1.083
*
```